(1)
85
Properties=species:S:1:pos:R:3:mulliken_charge:R:1 method="wB97M-V/def2-TZVPD" lumo_energy_ev=-4.093 homo_energy_ha=-0.3810 e_above_lowest_kj_mol=194.1 e_tot_ev=-322921.833 total_charge=+1 gap_ev=6.3
Ta -1.213 -1.211 0.362 -0.76
C -2.434 -1.828 3.838 -1.07
N -1.178 -2.091 3.139 0.73
C -0.059 -1.691 3.994 -1.30
C -1.073 -3.503 2.781 -1.39
C 0.067 -3.778 1.786 -1.09
N 0.316 -2.671 0.870 2.05
C 1.494 -2.717 0.200 0.26
C 1.950 -1.549 -0.434 -1.50
F 1.129 -0.459 -0.288 1.67
C 3.111 -1.437 -1.167 -0.74
F 3.421 -0.261 -1.722 -0.29
C 3.939 -2.535 -1.328 -0.84
C 3.519 -3.726 -0.755 0.15
F 4.256 -4.822 -0.944 -0.32
C 2.352 -3.827 -0.009 0.78
F 2.014 -5.056 0.438 -0.38
H -2.503 -2.411 4.762 0.39
H -3.287 -2.078 3.207 0.22
H -2.495 -0.771 4.092 0.31
H 0.088 -2.403 4.816 0.36
H -0.269 -0.719 4.433 0.48
H 0.864 -1.627 3.417 0.20
H -2.028 -3.816 2.351 0.33
H -0.897 -4.137 3.662 0.47
H -0.209 -4.692 1.237 0.42
H 0.982 -3.993 2.349 0.71
H 4.856 -2.470 -1.890 0.56
Se -3.513 0.002 0.569 -0.02
Se -5.320 -1.483 0.402 -0.15
Se -4.505 -2.793 -1.340 -0.23
Se -2.601 -3.580 -0.263 -0.06
C -0.723 0.586 1.653 -0.79
Si -0.214 2.156 0.708 0.36
C -1.191 2.113 -0.974 -1.20
N -1.056 0.866 -1.738 1.40
C -2.212 0.590 -2.633 -0.18
C -1.897 0.642 -4.130 -0.18
C -1.096 1.892 -4.466 -0.84
C 0.228 1.868 -3.694 -1.00
C 0.194 0.889 -2.507 -0.52
C 1.691 2.151 0.611 0.74
C 2.370 2.962 -0.294 -0.24
C 3.753 2.963 -0.368 -0.77
C 4.497 2.144 0.464 -0.71
C 3.842 1.340 1.381 -0.54
C 2.463 1.358 1.459 -0.80
C -0.763 3.717 1.626 0.50
C -2.104 4.014 1.857 -0.42
C -2.469 5.152 2.555 -0.72
C -1.497 6.008 3.048 -0.53
C -0.161 5.730 2.820 -0.78
C 0.199 4.596 2.118 -0.23
H -1.509 0.859 2.357 0.80
H 0.128 0.314 2.268 -0.20
H -0.926 2.982 -1.585 0.34
H -2.242 2.244 -0.706 0.76
H -3.008 1.310 -2.422 0.51
H -2.609 -0.411 -2.411 -0.25
H -2.840 0.624 -4.680 0.52
H -1.319 -0.235 -4.431 -0.37
H -1.680 2.776 -4.206 0.27
H -0.906 1.934 -5.539 0.47
H 0.478 2.873 -3.353 0.20
H 1.041 1.546 -4.345 0.57
H 1.009 1.164 -1.839 -0.44
H 0.371 -0.126 -2.870 0.65
H 1.804 3.610 -0.949 0.46
H 4.251 3.602 -1.081 0.44
H 5.576 2.138 0.404 0.41
H 4.412 0.698 2.037 0.46
H 1.991 0.728 2.199 0.45
H -2.872 3.343 1.492 0.36
H -3.513 5.371 2.716 0.43
H -1.781 6.885 3.610 0.40
H 0.605 6.395 3.189 0.43
H 1.242 4.379 1.945 0.30
N 0.015 -4.378 -2.197 -0.21
C -0.329 -3.172 -2.679 0.12
N -0.466 -3.078 -4.012 -0.31
O -0.480 -2.180 -1.946 0.39
H 0.040 -5.187 -2.790 0.20
H 0.030 -4.541 -1.204 0.05
H -0.383 -3.876 -4.617 0.20
H -0.753 -2.204 -4.417 0.07


(2)
73
Properties=species:S:1:pos:R:3:mulliken_charge:R:1 method="wB97M-V/def2-TZVPD" lumo_energy_ev=-2.231 homo_energy_ha=-0.3819 smiles=CC(C)(c1ccccc1)c1ccc(OC[C@H](O)CN[C@H]2CC[N@@H+](Cc3ccccc3)CC2)cc1 e_above_lowest_kj_mol=28.7 e_tot_ev=-38812.791 total_charge=+1 gap_ev=8.2
C -5.300 -1.116 2.445 -2.14
H -4.863 -1.905 3.055 0.43
H -6.368 -1.090 2.643 0.47
H -5.137 -1.364 1.399 0.46
C -4.645 0.226 2.805 2.90
C -3.145 0.036 2.661 -0.47
C -2.286 -0.116 3.737 -0.39
C -0.925 -0.318 3.557 -0.97
C -0.401 -0.373 2.277 0.91
C -1.253 -0.231 1.184 -1.19
C -2.602 -0.031 1.379 -0.19
H -3.247 0.088 0.521 0.46
H -0.839 -0.279 0.187 0.48
O 0.929 -0.566 1.974 -0.23
C 1.859 -0.688 3.033 -1.00
H 1.831 0.208 3.667 0.48
H 1.646 -1.569 3.650 0.51
C 3.245 -0.813 2.388 -0.10
C 3.435 -2.169 1.667 -1.03
N 2.706 -2.123 0.415 0.09
H 1.722 -2.296 0.588 0.20
C 3.171 -2.893 -0.719 0.05
C 2.248 -2.543 -1.896 -1.32
C 2.289 -1.037 -2.122 -0.76
N 3.666 -0.581 -2.429 0.19
H 3.963 -1.075 -3.280 0.45
C 4.602 -0.949 -1.339 -0.44
C 4.586 -2.455 -1.125 -1.26
H 5.315 -2.711 -0.359 0.42
H 4.878 -2.985 -2.034 0.46
H 5.603 -0.607 -1.606 0.49
H 4.279 -0.449 -0.419 0.33
C 3.704 0.878 -2.727 -0.96
C 2.939 1.188 -3.987 0.51
C 1.718 1.848 -3.940 -0.21
C 1.025 2.115 -5.109 -0.68
C 1.542 1.717 -6.330 -0.44
C 2.759 1.056 -6.384 -0.69
C 3.455 0.794 -5.218 -0.30
H 4.416 0.298 -5.270 0.41
H 3.169 0.753 -7.334 0.40
H 1.003 1.927 -7.239 0.40
H 0.081 2.636 -5.064 0.40
H 1.314 2.167 -2.990 0.40
H 3.286 1.410 -1.871 0.41
H 4.750 1.172 -2.842 0.43
H 1.974 -0.538 -1.204 0.50
H 1.635 -0.745 -2.946 0.42
H 1.221 -2.831 -1.671 0.51
H 2.555 -3.084 -2.792 0.40
H 3.166 -3.984 -0.550 0.36
H 4.499 -2.287 1.465 0.36
H 3.126 -2.986 2.332 0.45
O 3.433 0.242 1.469 -0.66
H 2.548 0.438 1.130 0.36
H 4.009 -0.713 3.165 0.60
H -0.294 -0.429 4.424 0.42
H -2.660 -0.077 4.746 0.41
C -5.079 1.367 1.896 -0.44
C -6.194 1.301 1.073 -0.09
C -6.565 2.388 0.297 -0.81
C -5.831 3.559 0.334 -0.40
C -4.719 3.638 1.156 -0.90
C -4.349 2.553 1.928 -0.01
H -3.479 2.623 2.565 0.39
H -4.140 4.549 1.198 0.39
H -6.124 4.405 -0.268 0.40
H -7.437 2.316 -0.336 0.39
H -6.789 0.404 1.026 0.35
C -5.069 0.605 4.231 -2.12
H -4.897 -0.217 4.921 0.44
H -6.132 0.834 4.238 0.42
H -4.532 1.484 4.578 0.47


(3)
84
Properties=species:S:1:pos:R:3:mulliken_spin:R:1 method="wB97M-V/def2-TZVPD" lumo_energy_ev="2.225 / 2.225" homo_energy_ha="-0.1962 / -0.1976" e_above_lowest_kj_mol=21.6 e_tot_ev=-149463.058 total_charge=-1 spin_multiplicity=2 s_squared=0.753 gap_ev="7.6 / 7.6"
Ti -2.110 1.697 1.369 1.03
C 1.184 -2.105 -4.156 0.00
C 0.187 -1.054 -4.660 0.00
C -1.051 -1.765 -5.225 0.00
C 0.843 -0.273 -5.798 0.00
C -0.220 -0.150 -3.496 0.00
C -0.895 -0.690 -2.406 0.01
C -1.240 0.111 -1.336 -0.02
Se -2.169 -0.635 0.172 -0.02
C -0.689 -1.286 1.195 0.01
C -0.186 -2.556 0.941 0.00
C 0.870 -3.045 1.686 0.00
C 1.369 -2.217 2.700 0.00
C 0.886 -0.950 2.993 0.00
C -0.177 -0.449 2.196 0.01
O -0.668 0.761 2.391 -0.01
C 1.487 -0.104 4.117 0.00
C 0.415 0.171 5.178 0.00
C 2.663 -0.800 4.805 0.00
C 2.014 1.224 3.550 0.00
C 1.493 -4.422 1.459 0.00
C 0.831 -5.164 0.299 0.00
C 2.986 -4.270 1.138 0.00
C 1.342 -5.276 2.725 0.00
C -0.927 1.473 -1.307 0.02
O -1.265 2.202 -0.231 0.02
C -0.262 2.054 -2.397 -0.01
C 0.074 1.209 -3.458 0.00
C 0.075 3.547 -2.421 0.00
C -1.219 4.363 -2.316 0.00
C 0.781 3.956 -3.716 0.00
C 1.016 3.897 -1.259 0.00
H 1.473 -2.781 -4.965 0.00
H 0.755 -2.704 -3.352 0.00
H 2.085 -1.628 -3.765 0.00
H -0.773 -2.391 -6.077 0.00
H -1.797 -1.041 -5.559 0.00
H -1.523 -2.407 -4.481 0.00
H 1.094 -0.959 -6.610 0.00
H 1.766 0.215 -5.479 0.00
H 0.178 0.494 -6.200 0.00
H -1.158 -1.741 -2.386 0.00
H -0.634 -3.150 0.155 0.00
H 2.184 -2.600 3.299 0.00
H 0.076 -0.766 5.626 0.00
H -0.444 0.689 4.762 0.00
H 0.834 0.793 5.974 0.00
H 2.371 -1.735 5.289 0.00
H 3.050 -0.136 5.581 0.00
H 3.480 -1.011 4.111 0.00
H 1.221 1.796 3.075 0.00
H 2.800 1.038 2.812 0.00
H 2.445 1.821 4.358 0.00
H 0.920 -4.611 -0.638 0.00
H -0.230 -5.343 0.486 0.00
H 1.313 -6.135 0.162 0.00
H 3.135 -3.655 0.249 0.00
H 3.436 -5.251 0.961 0.00
H 3.526 -3.798 1.960 0.00
H 0.289 -5.419 2.975 0.00
H 1.825 -4.805 3.582 0.00
H 1.800 -6.259 2.578 0.00
H 0.588 1.645 -4.300 0.00
H -1.903 4.106 -3.128 0.00
H -0.988 5.430 -2.391 0.00
H -1.732 4.188 -1.374 0.00
H 0.167 3.778 -4.601 0.00
H 1.733 3.437 -3.847 0.00
H 0.992 5.027 -3.672 0.00
H 0.579 3.650 -0.296 0.00
H 1.234 4.969 -1.275 0.00
H 1.963 3.359 -1.357 0.00
F -2.289 2.912 3.137 0.00
B -3.203 2.070 3.941 0.00
F -3.310 0.913 3.053 0.00
F -4.405 2.680 4.087 0.00
F -2.599 1.730 5.116 0.00
F -5.282 2.025 1.093 0.00
C -4.067 2.445 0.605 -0.04
F -4.130 2.160 -0.769 0.00
C -4.099 4.000 0.667 -0.01
F -4.634 4.606 -0.407 0.00
F -2.811 4.443 0.753 0.00
F -4.739 4.455 1.745 0.00


(4)
92
Properties=species:S:1:pos:R:3:mulliken_spin:R:1 method="wB97M-V/def2-TZVPD" lumo_energy_ev="-8.640 / -11.012" homo_energy_ha="-0.5006 / -0.5006" e_tot_ev=-139070.550 total_charge=+2 spin_multiplicity=2 s_squared=0.768 gap_ev="5.0 / 2.6"
C -1.450 1.324 -1.196 0.00
C -0.171 0.380 -1.160 0.00
C -0.414 -0.848 -2.177 0.00
C -0.351 -0.539 -3.635 0.00
C 1.061 -0.059 -3.911 0.00
C 1.522 1.219 -3.174 0.00
N 1.032 1.133 -1.663 0.00
O 1.650 2.002 -0.846 0.00
C 0.837 2.446 -3.911 0.00
C 3.088 1.416 -3.165 0.00
C 0.022 -0.168 0.336 0.00
H -1.630 1.779 -2.170 0.00
H -1.490 1.990 -0.333 0.00
H -2.396 0.856 -0.926 0.00
H -1.397 -1.280 -1.987 0.00
H 0.252 -1.682 -1.956 0.00
H -1.011 0.287 -3.900 0.00
H -0.563 -1.458 -4.181 0.00
H 1.051 0.090 -4.991 0.00
H 1.592 -1.005 -3.803 0.00
H -0.127 2.255 -4.382 0.00
H 1.439 2.963 -4.658 0.00
H 0.694 3.228 -3.165 0.00
H 3.688 1.428 -4.074 0.00
H 3.516 0.795 -2.378 0.00
H 3.380 2.410 -2.826 0.00
H -0.028 0.562 1.144 0.00
H 0.900 -0.780 0.541 0.00
H -0.750 -0.889 0.604 0.00
C -5.322 -4.114 0.747 0.01
C -4.275 -4.951 0.896 0.01
C -2.871 -4.609 0.421 0.00
O -1.929 -5.426 0.451 0.01
C -2.807 -3.329 -0.250 0.00
C -3.905 -2.591 -0.511 0.00
C -5.321 -2.911 -0.078 0.00
O -6.317 -2.141 -0.326 0.01
O -3.657 -1.463 -1.188 0.00
O -4.322 -6.104 1.608 0.01
H -6.262 -4.484 1.130 0.00
H -1.875 -2.862 -0.533 0.00
H -4.465 -1.122 -1.578 0.00
H -3.584 -6.693 1.434 0.00
C 0.050 -2.778 2.966 0.07
C 0.445 -4.008 3.217 0.09
C -0.328 -5.070 3.888 0.11
O 0.065 -6.192 4.106 0.05
C -1.761 -4.780 3.963 0.20
C -2.190 -3.557 3.641 0.22
C -1.387 -2.414 3.160 0.00
O -1.741 -1.245 2.908 -0.05
O -3.455 -3.206 3.753 0.16
O 1.725 -4.418 3.056 0.09
H 0.795 -2.137 2.518 0.06
H -2.472 -5.529 4.279 -0.02
H -3.514 -2.266 3.568 -0.01
H 1.849 -5.286 3.447 0.00
C -0.756 1.773 4.107 0.00
C -1.714 2.229 4.914 0.00
C -1.449 2.789 6.244 0.00
O -2.359 3.169 6.966 0.00
C 0.000 2.676 6.576 0.00
C 0.940 2.304 5.741 0.00
C 0.643 1.878 4.319 0.00
O 1.477 1.554 3.477 0.00
O 2.227 2.442 6.092 0.00
O -3.042 2.102 4.536 0.00
H -1.125 1.333 3.193 0.00
H 0.167 2.998 7.594 0.00
H 2.788 2.112 5.386 0.00
H -3.583 2.618 5.139 0.00
O -1.417 4.428 -5.992 0.00
H -1.562 3.490 -5.863 0.00
H -2.293 4.813 -5.959 0.00
O 3.274 -2.515 -2.586 0.00
H 3.722 -2.270 -1.777 0.00
H 2.900 -3.377 -2.402 0.00
C 3.079 6.506 -1.659 0.00
Cl 3.099 7.513 -0.234 0.00
Cl 1.870 5.270 -1.680 0.00
H 2.977 7.190 -2.501 0.00
H 4.027 5.984 -1.793 0.00
C 3.872 -0.796 1.894 0.00
Cl 3.702 -0.274 0.252 0.00
Cl 4.412 -2.496 2.096 0.00
H 4.647 -0.199 2.375 0.00
H 2.931 -0.706 2.438 0.00
C 4.301 4.350 -6.911 0.00
Cl 3.704 5.266 -5.440 0.00
Cl 4.623 2.688 -6.298 0.00
H 3.524 4.360 -7.675 0.00
H 5.272 4.628 -7.320 0.00


(5)
86
Properties=species:S:1:pos:R:3:mulliken_charge:R:1 method="wB97M-V/def2-TZVPD" lumo_energy_ev=-3.675 homo_energy_ha=-0.4119 e_tot_ev=-90941.560 total_charge=+1 gap_ev=7.5
C 1.613 1.358 -4.093 -0.59
N 2.815 0.556 -3.733 0.01
C 2.819 -0.701 -4.531 -0.87
C 2.940 0.317 -2.299 -0.04
O 3.776 -0.563 -1.940 -0.57
C 2.119 1.039 -1.141 -0.08
C 1.107 0.097 -0.340 0.28
C 1.642 -1.334 0.195 -0.88
C 0.689 -1.991 1.305 0.18
C 0.477 -3.554 1.162 -0.10
F 1.465 -4.445 0.673 -0.35
C -0.777 -4.098 1.536 0.32
F -1.905 -3.308 1.845 -0.13
F -0.949 -5.495 1.610 -0.24
C 0.600 1.110 0.840 -0.78
O 1.171 0.984 2.148 -0.49
N -0.901 1.249 0.730 -0.23
C -1.097 0.932 -0.720 -0.22
N -1.877 1.594 -1.550 0.15
C -2.726 2.760 -1.113 -0.10
C -3.879 2.964 -2.212 -0.69
C -5.278 2.276 -1.786 -0.80
I -5.703 0.442 -2.943 0.03
N -0.237 -0.222 -0.898 1.01
C -0.322 -0.999 -2.159 0.78
C -0.878 -2.518 -1.942 -0.98
C 0.137 -3.626 -2.528 -0.28
C -0.589 -4.557 -3.652 -0.61
S 0.739 -5.214 -4.782 1.09
O 2.004 -5.505 -4.024 -0.52
O 1.045 -4.280 -5.924 -0.55
Cl 0.160 -7.041 -5.654 -0.21
H 1.698 1.605 -5.213 0.35
H 0.613 0.819 -3.921 0.14
H 1.546 2.369 -3.559 0.29
H 1.890 -1.355 -4.401 0.24
H 3.730 -1.361 -4.362 0.29
H 2.845 -0.410 -5.645 0.34
H 1.584 2.004 -1.477 0.30
H 2.899 1.399 -0.371 0.39
H 2.709 -1.164 0.591 0.67
H 1.748 -2.085 -0.658 0.31
H 1.214 -1.829 2.320 0.42
H -0.319 -1.446 1.417 -0.16
H 0.926 2.181 0.549 0.51
H 2.145 1.129 2.070 0.30
H -1.395 0.594 1.357 0.22
H -1.927 1.325 -2.540 0.30
H -2.019 3.650 -1.013 0.39
H -3.245 2.491 -0.134 -0.03
H -4.123 4.079 -2.371 0.34
H -3.615 2.522 -3.237 0.36
H -5.265 1.985 -0.679 0.21
H -6.168 2.958 -1.980 0.45
H 0.665 -1.119 -2.716 -1.17
H -1.053 -0.536 -2.923 0.25
H -1.187 -2.710 -0.859 -0.03
H -1.847 -2.638 -2.558 0.55
H 1.049 -3.180 -3.052 0.09
H 0.521 -4.350 -1.736 0.30
H -1.379 -3.959 -4.233 0.42
H -1.062 -5.460 -3.122 0.39
F 4.564 0.357 3.494 -0.34
C 4.723 1.529 4.138 0.26
C 3.840 1.877 5.149 -0.22
C 4.007 3.085 5.817 -0.37
C 5.048 3.938 5.459 -0.46
C 5.925 3.581 4.439 -0.36
C 5.766 2.368 3.778 -0.47
H 3.030 1.204 5.409 0.43
H 3.327 3.363 6.615 0.37
H 5.175 4.882 5.978 0.37
H 6.733 4.249 4.159 0.37
H 6.445 2.071 2.988 0.42
F -4.792 2.983 1.996 -0.31
C -4.562 1.986 2.869 0.47
C -4.364 0.700 2.394 -0.26
C -4.120 -0.333 3.294 -0.48
C -4.089 -0.068 4.660 -0.61
C -4.294 1.228 5.127 -0.40
C -4.527 2.262 4.226 -0.55
H -4.401 0.511 1.326 0.48
H -3.956 -1.342 2.932 0.49
H -3.903 -0.874 5.363 0.40
H -4.273 1.432 6.192 0.39
H -4.680 3.278 4.571 0.43